{"formula": "C35H105N21O14", "method": "the ωB97M-V functional and the def2-TZVPD basis", "elements": ["C", "C", "C", "O", "C", "N", "H", "H", "H", "H", "H", "H", "H", "H", "H", "H", "H", "C", "C", "C", "O", "C", "N", "H", "H", "H", "H", "H", "H", "H", "H", "H", "H", "H", "C", "C", "C", "O", "C", "N", "H", "H", "H", "H", "H", "H", "H", "H", "H", "H", "H", "C", "C", "C", "O", "C", "N", "H", "H", "H", "H", "H", "H", "H", "H", "H", "H", "H", "C", "C", "C", "O", "C", "N", "H", "H", "H", "H", "H", "H", "H", "H", "H", "H", "H", "C", "C", "C", "O", "C", "N", "H", "H", "H", "H", "H", "H", "H", "H", "H", "H", "H", "C", "C", "C", "O", "C", "N", "H", "H", "H", "H", "H", "H", "H", "H", "H", "H", "H", "C", "O", "N", "N", "H", "H", "H", "H", "C", "O", "N", "N", "H", "H", "H", "H", "C", "O", "N", "N", "H", "H", "H", "H", "C", "O", "N", "N", "H", "H", "H", "H", "C", "O", "N", "N", "H", "H", "H", "H", "C", "O", "N", "N", "H", "H", "H", "H", "C", "O", "N", "N", "H", "H", "H", "H"], "coordinates": [[-6.6550, 1.1156, -2.2445], [-5.4940, 0.7738, -3.2585], [-5.6766, 1.3486, -4.6441], [-5.1320, 2.6658, -4.6293], [-5.0078, 3.2787, -5.8544], [-4.1770, 1.1798, -2.7366], [-6.5427, 2.1932, -2.0700], [-6.5453, 0.6822, -1.2757], [-7.6401, 0.9053, -2.6545], [-5.4278, -0.3012, -3.2184], [-6.7133, 1.4438, -4.9551], [-5.0943, 0.7445, -5.4020], [-4.4547, 2.5465, -6.5265], [-4.5266, 4.2140, -5.6514], [-5.9671, 3.3948, -6.2944], [-4.0745, 2.1674, -3.0947], [-4.0995, 1.1972, -1.6076], [-3.3664, 0.9530, 3.5688], [-4.5016, 0.0932, 3.1016], [-4.9394, -0.7916, 4.2706], [-3.8370, -1.5870, 4.6073], [-4.0850, -2.5827, 5.6204], [-5.6184, 0.8517, 2.5814], [-2.9437, 1.4079, 2.6092], [-2.5164, 0.3890, 4.0224], [-3.7471, 1.7192, 4.2308], [-4.1754, -0.5410, 2.1736], [-5.7700, -1.4871, 3.9597], [-5.2921, -0.1747, 5.0404], [-4.9507, -3.1792, 5.3598], [-4.3240, -2.1513, 6.5632], [-3.2301, -3.2712, 5.7892], [-5.4849, 0.9252, 1.5796], [-5.6369, 1.7929, 2.9566], [0.2871, 4.2118, 3.2366], [1.3176, 3.1506, 3.6267], [1.2815, 2.8807, 5.1521], [2.0807, 1.7761, 5.4415], [3.4706, 2.0093, 5.5332], [1.4635, 1.9817, 2.8099], [0.5050, 4.3784, 2.1719], [0.3106, 5.1821, 3.7160], [-0.7408, 3.8390, 3.3852], [2.2677, 3.7047, 3.5534], [0.1744, 2.5751, 5.2995], [1.3998, 3.7591, 5.6726], [3.8076, 2.5546, 4.7049], [3.9485, 1.0371, 5.6295], [3.6732, 2.5326, 6.3930], [1.7080, 1.1788, 3.3562], [0.7299, 1.6893, 2.2371], [1.8556, 5.3401, -0.4164], [2.6105, 4.1244, -0.0169], [3.4091, 3.6046, -1.2289], [4.0640, 2.3762, -1.0250], [4.9781, 2.0769, -2.0508], [3.5110, 4.3559, 1.1047], [1.0809, 5.1867, -1.1704], [2.5817, 6.1523, -0.7394], [1.3970, 5.8209, 0.4337], [1.8121, 3.4112, 0.2999], [4.1711, 4.3656, -1.4266], [2.7784, 3.5000, -2.1755], [5.8713, 2.6627, -1.9258], [4.6053, 2.3156, -3.0247], [5.2129, 1.0044, -2.0764], [3.6523, 3.4038, 1.4045], [4.4099, 4.8368, 0.9784], [2.6643, -5.0433, -1.3002], [3.8561, -4.1281, -1.0049], [4.8293, -4.9048, -0.1438], [4.2718, -5.1676, 1.1544], [5.2096, -5.8555, 1.8984], [4.5135, -3.7025, -2.2281], [2.1673, -5.3850, -0.3875], [2.8723, -5.9443, -1.9398], [1.9434, -4.4515, -1.8271], [3.5234, -3.2384, -0.4487], [5.7582, -4.3457, -0.0502], [5.0973, -5.8227, -0.6627], [4.6949, -6.3670, 2.6940], [6.0801, -5.2462, 2.1880], [5.6097, -6.7455, 1.3907], [5.1740, -4.4307, -2.4765], [5.0643, -2.9344, -1.9808], [1.2256, 7.2515, -3.9648], [2.2858, 6.0856, -3.9193], [1.6243, 4.8458, -4.5324], [0.5523, 4.3512, -3.7064], [-0.0196, 3.2326, -4.4104], [3.4277, 6.5279, -4.7567], [1.1780, 7.7311, -4.9695], [1.5426, 8.0271, -3.2788], [0.2578, 6.9927, -3.5477], [2.6902, 5.9921, -2.9122], [2.2972, 4.0128, -4.7304], [1.2583, 5.1863, -5.5245], [0.7048, 2.6044, -5.0714], [-0.8011, 3.6685, -5.0748], [-0.6519, 2.6144, -3.7278], [3.0418, 6.6648, -5.7099], [4.0912, 5.7454, -4.8295], [-0.7779, 1.3265, -1.1008], [-0.8910, -0.1893, -0.7893], [0.0626, -0.5886, 0.3425], [0.2031, -1.9865, 0.5566], [1.0312, -2.2390, 1.6853], [-2.1947, -0.6599, -0.3375], [-0.9783, 1.9083, -0.1470], [-1.4763, 1.6055, -1.8706], [0.2453, 1.5692, -1.4956], [-0.6574, -0.6689, -1.7525], [-0.1330, -0.2031, 1.3557], [1.0033, -0.2276, 0.0554], [2.1028, -1.9241, 1.5138], [1.1412, -3.3290, 1.8271], [0.5753, -1.8481, 2.5438], [-2.8816, -0.6405, -1.0483], [-2.4457, -0.1987, 0.5459], [-2.7718, -4.5565, 0.0977], [-3.6917, -5.3594, 0.0337], [-1.5003, -4.7721, -0.5804], [-2.9405, -3.3214, 0.7402], [-0.7480, -4.4047, 0.0302], [-1.3724, -5.7599, -0.7751], [-3.9247, -3.1392, 0.7963], [-2.3864, -2.4264, 0.4167], [2.0439, -0.6159, -2.8700], [1.0471, -0.0077, -3.3179], [2.7854, -0.0920, -1.8865], [2.4589, -1.7437, -3.4242], [2.4234, 0.7587, -1.4693], [3.5850, -0.5995, -1.5974], [2.1320, -2.0932, -4.3367], [3.1397, -2.4076, -3.0148], [2.6215, -1.7370, 4.6778], [3.3910, -0.8888, 4.1963], [2.5209, -2.9985, 4.2101], [1.8347, -1.4178, 5.7248], [1.8438, -3.6220, 4.7024], [3.2256, -3.3669, 3.5988], [1.6528, -0.4488, 5.8809], [1.1328, -2.0916, 5.9783], [-2.0148, -2.0220, -4.0367], [-3.0419, -2.6931, -4.0352], [-1.9058, -0.6662, -4.0731], [-0.8257, -2.6433, -3.9242], [-2.7022, -0.0602, -3.7957], [-0.9843, -0.2469, -3.9564], [-0.8626, -3.6073, -3.6937], [-0.0441, -2.0698, -3.6497], [-0.8765, -3.8535, 4.3010], [-0.4704, -3.7748, 5.4430], [-0.4564, -4.9336, 3.5730], [-1.7082, -3.0418, 3.6899], [-0.1219, -5.6774, 4.0320], [-1.0475, -5.2120, 2.7801], [-2.1261, -3.2447, 2.7799], [-2.0795, -2.2633, 4.1091], [-5.5010, -2.6723, -1.2661], [-5.2583, -1.5283, -0.8722], [-4.9109, -3.1920, -2.3945], [-6.4277, -3.5416, -0.6516], [-5.2687, -4.0988, -2.7673], [-4.1624, -2.7441, -2.8417], [-6.9646, -3.0859, 0.1027], [-6.3155, -4.5595, -0.7164], [4.8572, -0.8887, 0.8624], [5.2355, -1.0411, -0.3031], [3.7753, -0.0984, 1.1175], [5.3490, -1.4623, 1.9766], [3.4069, -0.1135, 2.0937], [3.6156, 0.7206, 0.5788], [5.0266, -1.1809, 2.9078], [6.3063, -1.8145, 1.9444]], "forces_ev_per_angstrom": [[1.0, 1.5, -1.4], [-0.7, -0.8, 2.7], [1.2, 0.2, -0.9], [-0.2, -0.5, 1.6], [0.8, -1.9, -0.8], [0.8, 1.8, 2.1], [-0.5, 0.1, -0.1], [0.3, -0.9, 0.4], [-0.1, -0.1, 0.0], [-0.3, -0.6, -0.8], [-0.3, -0.4, 0.0], [-0.6, 0.4, 0.6], [-0.1, 1.3, 0.3], [0.4, 0.5, -0.5], [-1.1, 0.5, -0.6], [0.2, -1.2, 1.0], [-0.6, -0.1, -3.6], [1.9, 0.2, -1.9], [0.2, -1.7, -1.1], [-0.5, -2.0, -2.5], [0.7, -0.9, 1.3], [0.1, -0.2, -0.7], [-0.3, 0.3, -0.3], [-0.4, 0.0, 1.4], [-0.8, 0.4, -0.1], [0.2, 0.3, 0.3], [-0.3, 0.5, 2.0], [0.4, 0.8, 0.2], [-0.4, 0.9, 1.6], [-0.2, -0.3, -0.4], [-0.1, 0.8, 0.9], [-0.3, 0.8, -0.5], [-0.4, 0.2, 0.0], [-0.1, 0.0, 0.0], [-0.5, -1.3, -1.2], [1.6, 2.4, 1.7], [-3.6, -3.1, -3.0], [-0.3, -0.6, 0.9], [-0.9, -1.7, -0.4], [0.9, 0.0, 0.2], [-0.6, 0.2, 0.1], [0.6, 0.0, 0.4], [0.2, 0.0, -0.3], [0.1, 0.0, -0.5], [1.6, 0.0, 0.4], [1.0, 2.0, 1.5], [0.8, 0.6, -1.4], [0.0, 0.0, -0.4], [0.6, 1.5, 2.2], [0.4, -0.3, 0.6], [-1.7, 0.1, -1.0], [0.7, 2.3, -0.5], [0.2, -0.6, -0.8], [-0.9, 0.1, -1.3], [-0.4, -0.5, 0.7], [0.3, -0.6, 0.1], [-0.6, -0.5, 0.8], [0.3, -0.1, -0.1], [-0.7, -0.9, -0.1], [-0.3, -0.2, 0.5], [0.9, 0.0, 0.0], [0.1, 0.2, -0.1], [0.4, 0.3, 1.1], [0.7, 0.2, 0.2], [-0.7, 0.3, -0.8], [0.0, 0.4, 0.5], [0.8, 0.0, 0.8], [-0.7, -0.4, -0.6], [-0.2, -0.3, -0.3], [-0.5, -1.1, 0.7], [-0.2, 0.7, 0.6], [0.2, 0.3, -1.5], [0.7, -1.4, 0.3], [-0.8, -1.1, -0.3], [0.3, 0.0, 0.0], [0.3, 0.9, 0.6], [-0.6, 0.3, -0.5], [0.0, -0.2, -0.2], [0.3, 0.3, 0.3], [-0.1, -0.5, 0.0], [-0.1, 0.5, 1.0], [-0.4, 0.0, 0.3], [0.2, 0.3, -0.6], [-0.1, -0.1, -0.5], [1.2, 1.7, 0.4], [1.0, 0.0, 0.5], [-0.8, 1.2, -1.0], [-0.4, 0.4, 0.6], [1.0, -0.9, -1.1], [-1.3, -0.1, -0.7], [-0.5, -0.6, -0.6], [-0.2, -0.6, 0.6], [0.4, 0.4, 0.0], [-0.2, -0.5, -0.5], [-0.4, -0.4, 0.0], [0.5, 0.0, 0.1], [-0.2, -0.2, 0.3], [-1.0, 1.0, 1.6], [0.6, -0.3, -0.2], [1.2, 0.3, -0.2], [0.6, 0.0, 0.6], [-0.2, 0.5, 0.0], [0.9, 0.0, 1.5], [-0.2, -0.1, 0.6], [0.1, -0.6, -0.1], [-0.2, -0.5, -0.4], [1.6, -1.4, -1.9], [0.9, 0.1, 0.9], [0.2, -0.4, -1.1], [-0.5, 0.1, -0.2], [-0.9, -0.2, 0.5], [0.2, -0.3, 0.7], [-0.7, 0.7, -0.4], [1.7, 0.7, -0.2], [-1.2, 0.3, 0.3], [-0.5, 0.3, -0.2], [-0.3, 0.9, 1.5], [-1.2, 0.2, -0.5], [-0.3, -0.1, -0.8], [0.2, 0.4, -1.2], [0.8, 0.2, 0.1], [-0.9, 0.7, 2.2], [1.9, 0.6, -0.8], [-0.3, -0.1, -0.9], [-0.1, 0.1, 0.1], [-0.4, 0.2, 0.2], [-1.0, -2.0, 0.2], [-1.3, 1.9, -0.9], [0.1, -0.3, 0.1], [-1.1, 0.0, -0.3], [1.2, -3.3, -1.2], [0.6, -0.4, 0.0], [0.9, 0.1, 0.9], [-0.2, 0.9, 1.0], [-0.3, 0.8, -0.1], [0.7, 1.0, -0.3], [0.1, -0.3, -0.4], [-1.2, -1.0, 1.1], [-0.4, -0.8, 0.1], [1.0, 0.5, -0.9], [0.0, 0.0, -0.1], [0.0, 0.6, 0.0], [-0.4, 0.0, 0.2], [0.2, 0.2, 0.7], [-0.2, 0.6, -0.8], [-0.9, 1.0, 0.1], [1.0, 0.4, -0.4], [0.5, -0.7, -0.2], [-0.2, -0.3, 0.0], [0.1, -0.5, 0.2], [0.2, -0.3, 0.1], [0.3, -1.8, 0.0], [0.7, 1.2, 1.7], [-2.0, 2.1, -4.0], [-0.1, -0.8, -2.4], [1.5, -2.9, 2.4], [0.5, 0.3, 0.4], [0.3, -0.1, 0.1], [-0.9, 2.0, 1.4], [0.1, -1.1, -1.1], [-0.3, -0.5, 0.3], [-3.1, -1.9, 2.0], [0.3, 1.3, 0.1], [0.8, 1.4, 0.5], [1.1, 0.6, -0.9], [0.6, -0.9, -0.6], [0.0, 1.0, 0.3], [-1.2, 1.1, -0.7], [0.7, -0.4, 0.3], [-0.8, -0.5, 2.2], [1.6, -1.0, 0.8], [0.5, 0.4, -1.2], [-0.1, 0.4, -0.6], [-0.2, 0.0, -0.6], [-0.7, 0.0, -0.2]], "homo_energy_ev": -8.78, "charge": 0, "spin_multiplicity": 1, "largest_force_ha_per_bohr": 0.10874, "de_lowest_kcal_mol": 11.8, "homo_lumo_gap_ha": 0.342}

---

{"formula": "C35H15F15GeN2O6STi", "method": "the ωB97M-V functional and the def2-TZVPD basis", "elements": ["Ti", "O", "C", "O", "C", "C", "C", "C", "C", "O", "C", "C", "O", "O", "H", "H", "H", "H", "H", "H", "H", "H", "O", "C", "C", "C", "C", "C", "C", "C", "N", "C", "C", "N", "H", "H", "H", "H", "H", "H", "H", "F", "C", "C", "C", "F", "C", "F", "C", "F", "C", "F", "Ge", "S", "C", "C", "F", "C", "F", "C", "F", "C", "F", "C", "F", "C", "C", "F", "C", "F", "C", "F", "C", "F", "C", "F"], "coordinates": [[-1.3144, 0.6463, -0.3988], [-3.5038, -2.4273, 1.2405], [-3.3271, -1.3363, 0.7409], [-2.1340, -0.8657, 0.4787], [-4.5341, -0.4310, 0.4626], [-4.7749, 0.4111, 1.6693], [-5.4604, 1.7214, 1.5383], [-4.8928, 2.5928, 0.3926], [-3.9510, 1.8321, -0.5329], [-2.6625, 1.7756, 0.0442], [-4.4622, 0.4293, -0.8265], [-3.6171, -0.2683, -1.8863], [-4.0911, -1.1200, -2.6036], [-2.3564, 0.1140, -1.9420], [-5.3618, -1.1423, 0.3377], [-4.5935, -0.0235, 2.6425], [-6.5323, 1.5513, 1.3432], [-5.4179, 2.2611, 2.4851], [-5.7114, 2.9974, -0.2079], [-4.3368, 3.4419, 0.7934], [-3.8641, 2.3818, -1.4788], [-5.4713, 0.5038, -1.2391], [0.0834, 0.2775, 0.9119], [0.3910, 0.7950, 2.0819], [0.7528, -0.0513, 3.1421], [1.1272, 0.4633, 4.3660], [1.1536, 1.8400, 4.5810], [0.7968, 2.6830, 3.5475], [0.4161, 2.1876, 2.2994], [0.0828, 3.0818, 1.1968], [-0.3070, 2.7211, -0.0075], [-0.4850, 3.8671, -0.7398], [-0.1871, 4.9452, 0.0272], [0.1703, 4.4365, 1.2560], [0.7221, -1.1175, 2.9646], [1.3997, -0.2143, 5.1660], [1.4491, 2.2450, 5.5393], [0.8212, 3.7531, 3.7222], [-0.7919, 3.8305, -1.7712], [-0.1812, 5.9994, -0.1817], [0.4881, 4.9674, 2.0449], [3.6958, -2.7329, -0.1883], [3.8033, -1.5195, 0.3796], [3.0100, -0.4808, -0.0733], [3.2280, 0.7571, 0.5053], [2.5655, 1.8397, 0.0952], [4.1396, 0.9397, 1.5334], [4.3122, 2.1440, 2.0888], [4.8853, -0.1327, 1.9840], [5.7705, 0.0329, 2.9700], [4.7288, -1.3750, 1.3956], [5.4730, -2.4066, 1.8104], [1.6758, -0.8557, -1.4852], [0.4707, 0.7705, -2.2014], [2.8919, -1.4576, -2.9384], [3.7236, -0.5072, -3.5062], [3.6978, 0.7559, -3.0562], [4.6115, -0.7937, -4.5272], [5.3966, 0.1549, -5.0494], [4.6880, -2.0893, -5.0051], [5.5405, -2.3919, -5.9868], [3.8878, -3.0717, -4.4532], [3.9770, -4.3265, -4.9059], [3.0109, -2.7443, -3.4313], [2.2943, -3.7498, -2.9174], [0.5111, -2.3445, -0.9477], [-0.4230, -2.7831, -1.8756], [-0.3880, -2.3070, -3.1261], [-1.3832, -3.7321, -1.5793], [-2.2372, -4.1600, -2.5088], [-1.4240, -4.2742, -0.3063], [-2.3241, -5.2064, -0.0110], [-0.5127, -3.8617, 0.6467], [-0.5430, -4.3859, 1.8716], [0.4304, -2.9088, 0.3135], [1.2844, -2.5519, 1.2861]], "forces_ev_per_angstrom": [[0.4, 0.5, 0.2], [0.0, 0.0, 0.0], [0.1, 0.0, 0.0], [0.0, -0.1, -0.1], [0.0, 0.0, 0.0], [0.0, 0.0, 0.0], [0.0, 0.0, 0.0], [0.0, 0.0, 0.0], [0.0, 0.0, 0.0], [-0.1, 0.0, -0.1], [0.0, 0.0, 0.0], [0.0, 0.0, 0.0], [0.0, 0.0, 0.0], [0.0, 0.0, -0.1], [0.0, 0.0, 0.0], [0.0, 0.0, 0.0], [0.0, 0.0, 0.0], [0.0, 0.0, 0.0], [0.0, 0.0, 0.0], [0.0, 0.0, 0.0], [0.0, 0.0, 0.0], [0.0, 0.0, 0.0], [-0.1, -0.1, -0.1], [0.1, 0.0, 0.0], [0.0, 0.0, 0.0], [0.0, 0.0, 0.0], [0.0, 0.0, 0.0], [0.0, 0.0, 0.0], [0.0, 0.0, 0.0], [0.1, 0.0, -0.1], [-0.4, -0.2, 0.1], [0.1, -0.1, 0.0], [0.0, 0.0, 0.0], [0.0, 0.0, 0.0], [0.0, 0.0, 0.0], [0.0, 0.0, 0.0], [0.0, 0.0, 0.0], [0.0, 0.0, 0.0], [0.0, 0.0, 0.0], [0.0, 0.0, 0.0], [0.0, 0.0, 0.0], [-0.1, 0.0, 0.0], [0.1, 0.0, 0.0], [0.0, 0.0, 0.0], [-0.1, 0.0, 0.0], [0.0, 0.0, 0.0], [0.0, 0.0, 0.0], [0.0, 0.0, 0.0], [0.0, 0.0, 0.0], [0.0, 0.0, 0.0], [0.0, 0.0, 0.0], [0.0, 0.0, 0.0], [0.0, 0.0, 0.0], [0.0, -0.1, 0.0], [0.0, 0.0, 0.0], [0.0, 0.0, 0.0], [0.0, 0.0, 0.0], [0.0, 0.0, 0.0], [0.0, 0.0, 0.0], [0.0, 0.0, 0.0], [0.0, 0.0, 0.0], [0.0, 0.0, 0.0], [0.0, 0.0, 0.0], [0.1, 0.0, 0.0], [-0.1, 0.0, 0.0], [0.0, 0.0, 0.1], [0.0, 0.0, 0.0], [0.0, -0.1, 0.0], [0.0, 0.0, 0.0], [0.0, 0.0, 0.0], [-0.1, 0.0, 0.0], [0.0, 0.0, 0.0], [0.0, 0.1, -0.1], [0.0, 0.0, 0.1], [0.0, 0.0, -0.1], [0.1, 0.0, 0.0]], "homo_energy_ev": [-5.20, -5.71], "charge": -1, "spin_multiplicity": 2, "largest_force_ha_per_bohr": 0.01284, "de_lowest_kcal_mol": 42.8, "homo_lumo_gap_ha": [0.268, 0.287]}